No. 1
The following is a quantum chemistry calculation of a 4-piece molecular cluster, C3H13O5 overall, from the OMol25 dataset.

```
21
Properties=species:S:1:pos:R:3:forces:R:3:nbo_charge:R:1
C 0.54554 -1.66421 1.06191 -0.127 0.130 -0.521 -0.4497
C -0.61587 -2.27212 0.28725 -0.314 -0.297 -0.169 -0.0596
O -1.66537 -2.71671 1.17360 0.162 -0.103 -0.217 -0.7437
C 1.25957 -0.55711 0.28966 0.106 0.226 0.205 -0.0602
O 1.84853 0.35201 1.20466 0.121 0.122 -0.426 -0.7816
H 1.22998 -2.44842 1.37220 0.162 -0.091 0.180 0.1860
H 0.15132 -1.18585 1.95128 -0.152 0.032 0.180 0.2274
H -1.03649 -1.58581 -0.44754 0.033 0.437 0.196 0.1752
H -0.31356 -3.12567 -0.32793 0.179 -0.178 0.243 0.1472
H -2.44425 -2.19561 0.96895 0.005 0.061 0.086 0.4699
H 2.04685 -0.92331 -0.37090 0.074 -0.433 -0.181 0.1336
H 0.52850 -0.06371 -0.35852 0.023 0.234 0.162 0.1845
H -1.75091 1.72425 -1.35954 -0.066 0.041 -0.049 0.4906
H -1.37608 1.92356 0.06202 0.048 0.092 -0.020 0.4988
O -2.17395 1.81826 -0.49271 -0.001 -0.188 0.117 -1.0120
H 0.28296 2.15380 -1.23522 0.142 0.160 -0.331 0.5030
H 0.82593 1.75467 -2.71247 -0.044 -0.017 0.042 0.4478
O 0.00438 1.95781 -2.25904 0.067 -0.046 0.185 -1.0846
H 1.69658 1.25099 0.81202 -0.431 -0.070 0.389 0.5293
H 0.35227 3.36512 0.25475 0.312 -0.405 0.005 0.4409
O 0.60407 2.43805 0.12556 -0.299 0.295 -0.076 -1.2427
```
Forces are in eV/Å.

Properties
Frontier orbital gap: 8.6 eV
Net charge: -1
Energy relative to the best compared isomer or geometry (same formula, charge and spin): 1.2 kcal per mole
HOMO energy: -5.04 eV

---

No. 2
The following is a quantum chemistry calculation of a 2-piece molecular cluster, C47H47F7N3 overall at a distorted geometry, from the OMol25 dataset.

```
104
Properties=species:S:1:pos:R:3:forces:R:3:lowdin_charge:R:1
C 0.94218 0.82386 -5.00773 -0.088 -0.090 -0.065 -0.0525
C 2.00427 1.09458 -3.94746 -0.102 -0.303 0.405 -0.3874
C 3.03851 2.12628 -4.39739 0.133 -0.027 0.078 -0.0553
C 2.66375 -0.20424 -3.47430 -0.489 0.265 -0.174 -0.1216
C 3.52271 -0.87750 -4.34329 0.146 -0.270 0.182 -0.0222
C 4.25347 -1.98057 -3.90388 -0.240 0.055 0.002 -0.0382
C 4.12899 -2.41959 -2.58489 -0.134 0.130 -0.183 -0.0194
C 3.25512 -1.78155 -1.70289 -0.305 -0.087 0.375 -0.1143
C 3.21692 -2.18063 -0.22812 0.035 0.294 -0.111 -0.3761
C 4.57955 -2.60522 0.32816 0.018 0.138 -0.028 -0.0684
C 2.21168 -3.28934 0.04689 -0.237 -0.205 -0.023 -0.0573
C 2.44797 -0.72551 -2.18546 1.057 0.145 -0.413 -0.0841
N 1.61910 0.03075 -1.26875 -0.243 1.504 0.813 0.0068
N 2.09970 1.23122 -0.86780 -1.313 -1.005 1.813 0.2247
N 1.18674 1.69795 0.01807 1.106 -2.239 -1.877 0.0192
C 1.58683 2.77515 0.87681 0.538 0.943 0.253 -0.1208
C 1.65432 4.05917 0.32020 -0.341 0.133 -0.250 -0.1369
C 1.41830 4.30257 -1.17350 -0.001 -0.355 0.224 -0.3784
C 2.57887 5.07128 -1.80643 0.095 -0.039 0.111 -0.0558
C 0.08590 5.00919 -1.41539 -0.111 0.037 0.038 -0.0473
C 1.90373 5.13296 1.17418 0.101 -0.104 0.090 -0.0172
C 2.13164 4.92135 2.53190 -0.140 0.025 -0.050 -0.0349
C 2.15374 3.62600 3.04483 0.074 0.101 -0.151 -0.0161
C 1.94946 2.52501 2.21502 -0.162 -0.441 -0.004 -0.1139
C 2.17828 1.10930 2.75881 -0.204 0.121 -0.281 -0.3664
C 1.04508 0.63421 3.66849 -0.235 -0.114 0.016 -0.0480
C 3.50167 0.99244 3.52671 0.082 0.081 -0.144 -0.0610
C 0.07613 0.87099 0.08440 0.899 1.573 0.737 -0.0747
C -1.09817 1.21561 0.84368 -1.522 0.320 1.084 -0.1187
C -2.05807 0.20930 1.10080 0.407 0.141 -0.750 -0.0176
C -3.33792 0.52010 1.52352 0.484 0.224 0.217 -0.0232
C -3.57518 1.77147 2.06410 -0.342 0.341 -0.226 -0.1077
C -4.89313 1.93490 2.76069 -1.060 0.223 0.515 -0.5126
F -5.22878 3.22514 3.00148 0.329 -0.928 -0.152 0.1392
F -5.92035 1.37945 2.03256 0.835 0.406 0.574 0.1104
F -4.88884 1.27832 3.96962 -0.013 0.589 -1.049 0.1212
C -2.62364 2.78956 1.96752 0.166 -0.389 -0.049 0.0291
C -1.42649 2.52472 1.31001 0.423 -0.384 -0.417 0.0177
C 0.32531 -0.22266 -0.74959 0.894 -0.813 -0.679 -0.1886
C -0.42029 -1.34022 -1.08868 0.117 0.304 -0.367 0.0756
H 0.17964 0.14649 -4.60576 0.072 0.080 -0.167 0.0818
H 0.45533 1.75953 -5.30158 0.049 -0.137 -0.008 0.0835
H 1.37818 0.36399 -5.90336 -0.097 0.087 0.144 0.0847
H 1.50147 1.51257 -3.07090 -0.073 0.094 -0.287 0.0963
H 3.73233 2.34462 -3.57520 -0.057 -0.033 -0.229 0.0855
H 3.61546 1.76946 -5.26075 -0.116 0.136 0.191 0.0810
H 2.53889 3.06106 -4.67697 0.079 -0.164 -0.007 0.0797
H 3.62145 -0.52131 -5.37275 0.082 -0.093 0.411 0.1214
H 4.93979 -2.48520 -4.58451 -0.198 0.114 0.182 0.1149
H 4.73012 -3.26212 -2.23267 -0.185 0.380 -0.118 0.1181
H 2.89618 -1.27920 0.31339 0.076 -0.177 0.049 0.1141
H 5.36088 -1.87280 0.09832 -0.084 -0.167 0.016 0.0909
H 4.50447 -2.69792 1.41805 0.052 -0.015 -0.194 0.0825
H 4.87132 -3.58661 -0.06708 0.027 0.231 0.098 0.0793
H 1.20842 -3.01803 -0.29648 0.190 -0.165 0.159 0.0412
H 2.52597 -4.20876 -0.46473 -0.109 0.129 0.107 0.0933
H 2.17316 -3.48896 1.12480 -0.051 -0.037 -0.188 0.0863
H 1.38425 3.31174 -1.64182 -0.070 0.364 -0.110 0.0980
H 3.52103 4.53005 -1.65580 -0.129 0.188 -0.043 0.0890
H 2.41509 5.18901 -2.88438 0.018 0.008 0.220 0.0809
H 2.66710 6.06892 -1.35726 0.066 -0.182 -0.179 0.0794
H -0.74425 4.44511 -0.97041 0.097 0.183 -0.087 0.0716
H 0.10566 6.01701 -0.97618 -0.100 -0.233 -0.119 0.0887
H -0.10593 5.10189 -2.49110 0.031 0.036 0.202 0.0866
H 1.90789 6.14173 0.75781 0.083 -0.267 0.201 0.1207
H 2.31759 5.77156 3.18825 -0.092 -0.227 -0.144 0.1160
H 2.35100 3.45604 4.10448 0.069 0.099 -0.331 0.1218
H 2.22928 0.44218 1.88474 0.006 0.062 0.194 0.1133
H 0.05968 0.76511 3.20400 0.188 -0.020 0.176 0.0650
H 1.17881 -0.43238 3.89524 -0.048 0.231 0.013 0.0868
H 1.06834 1.18581 4.61890 -0.105 -0.102 -0.230 0.0898
H 4.33675 1.41987 2.96000 -0.117 -0.094 0.136 0.0910
H 3.42849 1.50698 4.49401 0.100 -0.104 -0.228 0.0793
H 3.71854 -0.06410 3.72787 -0.038 0.219 -0.023 0.0843
H -1.77157 -0.82205 0.93482 -0.134 0.146 -0.217 0.0822
H -4.15805 -0.18241 1.41683 0.286 0.162 0.420 0.0921
H -2.82288 3.78416 2.36320 0.021 -0.280 -0.080 0.1329
H -0.71191 3.32866 1.14783 -0.312 -0.092 0.124 0.1025
H -1.47792 -1.33363 -0.89630 0.047 -0.146 -0.289 0.0081
H 0.04390 -2.04781 -1.76743 -0.396 0.052 0.008 0.0629
F -5.08461 -6.67551 -2.05159 -0.228 1.639 0.411 0.0611
C -5.30572 -5.36290 -1.69217 0.312 -0.941 -0.285 -0.2063
C -6.56253 -4.81809 -1.95491 0.310 0.413 0.253 0.1086
C -6.73856 -3.47745 -1.61098 -1.003 0.162 -0.203 -0.2132
F -7.96491 -2.89727 -1.85643 1.570 -0.682 0.277 0.0618
C -5.74926 -2.71156 -1.02067 0.816 0.261 0.298 0.0724
C -4.50638 -3.32127 -0.65903 -0.484 -1.068 -1.276 -0.1698
C -3.60993 -2.58926 0.19337 -0.781 0.347 0.055 0.1043
C -3.21974 -3.05011 1.49758 0.476 -1.143 1.538 -0.1808
C -3.59475 -2.36038 2.69325 0.368 0.462 -0.781 0.0537
C -2.98600 -2.69220 3.89035 0.128 0.323 0.905 -0.2097
F -3.10062 -1.83671 4.96475 -0.271 -1.156 -1.255 0.0641
C -2.22958 -3.85009 4.06040 -0.164 0.109 -0.596 0.1032
C -2.04843 -4.63038 2.91702 0.248 -0.936 0.185 -0.2136
F -1.40621 -5.83957 3.05426 -0.569 1.391 -0.194 0.0589
C -2.49848 -4.26549 1.65718 -0.209 0.393 -0.106 0.0654
C -4.27660 -4.66288 -1.07631 -0.414 0.225 0.421 0.0650
H -7.36348 -5.40209 -2.39663 0.166 0.092 0.026 0.1472
H -5.93172 -1.66948 -0.75541 -0.112 -0.304 -0.126 0.1378
H -3.48410 -1.53041 -0.03699 -0.405 -0.105 0.256 0.1000
H -4.36027 -1.58593 2.66494 0.563 -0.089 0.184 0.1219
H -1.84343 -4.14433 5.03068 0.019 0.068 -0.189 0.1450
H -2.28869 -4.87417 0.78175 0.221 0.045 0.442 0.1176
H -3.30902 -5.12857 -0.91641 -0.344 -0.076 -0.101 0.1206
```
Forces are in eV/Å.

Properties
Frontier orbital gap: 3.1 eV
Net charge: +1
Energy relative to the best compared isomer or geometry (same formula, charge and spin): 15.2 kcal per mole
HOMO energy: -9.25 eV

---

No. 3
The following is a quantum chemistry calculation of one molecule with the formula C16H16N2O5S at a distorted geometry, from the OMol25 dataset.

```
40
Properties=species:S:1:pos:R:3:forces:R:3:nbo_charge:R:1
C 2.48084 3.75172 -0.62498 -0.243 -0.300 -0.153 -0.6339
C 1.25507 3.21370 -1.34871 0.178 0.562 -0.143 -0.0732
H 0.33442 3.57236 -0.88399 0.088 -0.053 -0.097 0.1900
H 1.28044 3.50091 -2.40532 -0.095 -0.026 0.192 0.2001
O 1.18287 1.79210 -1.26035 -0.111 -0.128 0.206 -0.5127
C 1.88802 1.08565 -2.15690 0.196 -0.034 -0.373 0.7700
O 2.54103 1.57492 -3.04890 -0.058 0.138 0.123 -0.6070
C 1.73947 -0.34010 -1.90381 0.015 -0.562 0.112 -0.4002
C 2.25664 -1.41598 -2.58786 -0.194 1.032 0.279 0.2533
N 1.91234 -2.61926 -2.07423 0.048 -0.915 -0.045 -0.5014
C 1.14972 -2.51611 -1.03283 -0.151 1.367 0.151 0.2545
N 0.74415 -3.63240 -0.36023 0.088 -0.790 -0.078 -0.6207
C -0.07241 -3.78308 0.74188 0.054 0.042 -0.074 0.6796
O -0.12134 -4.84750 1.31030 -0.024 -0.043 0.150 -0.5542
C -0.88540 -2.59753 1.13012 -0.329 -0.022 0.170 -0.1739
C -0.70400 -2.00135 2.37105 -0.055 -0.097 -0.189 -0.1650
C -1.48318 -0.92447 2.75345 -0.086 0.144 0.126 -0.2012
C -2.46392 -0.45444 1.89154 0.332 -0.253 -0.191 0.2779
C -2.67809 -1.07054 0.66264 -0.106 0.234 0.224 -0.2317
C -1.88993 -2.13649 0.28231 0.101 -0.109 0.208 -0.1756
H -2.05303 -2.61550 -0.67161 -0.004 -0.017 -0.112 0.2279
H -3.46226 -0.70161 0.02069 -0.084 0.046 -0.065 0.2299
O -3.31845 0.58692 2.20948 -0.260 -0.485 -0.251 -0.5032
C -2.90447 1.66831 2.90182 0.135 0.633 0.261 0.8024
O -1.77728 1.86114 3.26024 -0.064 -0.085 -0.059 -0.5713
C -4.06767 2.59373 3.13460 0.165 -0.031 0.017 -0.7140
H -4.78317 2.10749 3.79417 -0.076 -0.029 0.020 0.2419
H -4.56583 2.80421 2.19191 -0.062 0.000 -0.045 0.2394
H -3.71569 3.51417 3.58949 0.028 -0.025 0.002 0.2381
H -1.32719 -0.45594 3.71124 0.009 0.023 0.014 0.2373
H 0.05626 -2.37931 3.03695 0.067 -0.036 0.085 0.2290
H 1.20508 -4.48388 -0.66988 -0.107 0.125 0.085 0.4319
S 0.77348 -0.87578 -0.55461 0.363 -0.442 -0.448 0.4274
C 3.12314 -1.35763 -3.79132 0.016 0.095 -0.045 -0.6578
H 3.30586 -0.32555 -4.07131 0.051 -0.039 -0.070 0.2549
H 4.06651 -1.85892 -3.58307 0.074 -0.047 -0.010 0.2307
H 2.64102 -1.88609 -4.61167 -0.009 -0.049 -0.076 0.2298
H 2.47520 3.42678 0.41267 0.018 0.024 0.101 0.2129
H 2.47617 4.83736 -0.65861 0.022 0.131 0.017 0.2161
H 3.38557 3.38799 -1.10634 0.071 0.021 -0.017 0.2223
```
Forces are in eV/Å.

Properties
Frontier orbital gap: 8.8 eV
Net charge: 0
Energy relative to the best compared isomer or geometry (same formula, charge and spin): 0.0 kcal per mole
SMILES: CCOC(=O)c1sc(NC(=O)c2ccc(OC(C)=O)cc2)nc1C
HOMO energy: -8.62 eV

---

No. 4
The following is a quantum chemistry calculation of a 3-piece molecular cluster, C23H40ClFIN2O5 overall, from the OMol25 dataset.

```
73
Properties=species:S:1:pos:R:3:forces:R:3:lowdin_charge:R:1
C -1.09884 -2.28577 -2.75847 -0.017 -0.044 0.149 -0.0639
C -0.37839 -0.99301 -2.33709 -0.136 0.018 -0.159 -0.2370
C -0.70620 -0.52317 -0.90837 0.322 -0.152 0.113 -0.5571
Cl -1.64780 0.99425 -0.94073 -0.124 0.235 0.122 0.8127
C 0.52203 -0.44443 0.05831 -0.165 0.318 -0.053 -0.3898
N 1.34643 -1.58769 -0.11891 -0.483 -0.159 -0.699 0.1091
C 1.00495 -2.81845 -0.07639 -0.058 0.097 0.393 -0.3997
C -0.22815 -3.45539 0.51855 0.002 -0.011 -0.240 -0.0644
C 1.99018 -3.81423 -0.58013 0.217 0.098 0.123 -0.0072
N -0.05786 -0.27141 1.51436 -0.026 -0.177 0.225 -0.3358
I 0.91708 -1.41365 2.99636 0.025 0.186 -0.001 1.1557
C -0.09382 1.19420 1.88964 0.357 0.013 0.475 -0.1728
C 0.86359 1.93180 0.95431 -0.298 0.096 -0.146 -0.1921
C 0.41323 3.34368 0.47013 -0.039 0.052 0.086 -0.1234
C -1.04837 3.80673 0.62055 0.114 0.018 -0.138 -0.1875
C -1.62691 4.51059 -0.59748 -0.106 -0.355 -0.054 -0.2145
F -1.46445 5.88844 -0.48640 0.052 0.045 -0.068 -0.0546
C 1.40880 0.84990 -0.04581 0.477 -0.261 0.254 -0.3893
O 2.63763 0.40265 0.54320 0.085 0.161 0.147 -0.0423
C 1.69505 1.30944 -1.47050 0.009 0.079 -0.257 -0.1637
C 2.74561 0.48685 -2.21833 0.055 0.069 0.016 -0.0663
H -0.39896 -3.10802 -2.90381 0.009 -0.010 0.003 0.0753
H -1.83100 -2.60963 -2.01726 -0.045 0.019 0.003 0.0704
H -1.64096 -2.14300 -3.68960 0.031 -0.033 -0.062 0.0792
H -0.67618 -0.20061 -3.01976 0.107 0.085 0.019 0.0973
H 0.69261 -1.12420 -2.43735 -0.012 0.040 -0.042 0.0833
H -1.41814 -1.21951 -0.47868 0.062 -0.249 0.126 0.0742
H -0.73817 -4.04734 -0.24247 0.014 0.006 -0.059 0.0947
H -0.94852 -2.77305 0.95300 -0.098 0.112 0.083 0.0418
H 0.09717 -4.16083 1.28477 -0.026 0.023 0.040 0.0871
H 1.51266 -4.50168 -1.27861 0.035 -0.072 -0.003 0.1000
H 2.37532 -4.41079 0.24955 -0.076 -0.085 -0.069 0.0665
H 2.83071 -3.30934 -1.04625 -0.002 -0.014 -0.103 0.0959
H -1.01581 -0.61358 1.53866 -0.008 -0.127 -0.079 0.0916
H 0.27093 1.26902 2.91138 -0.165 0.009 0.010 0.0829
H -1.12589 1.52515 1.90118 -0.063 -0.042 -0.346 0.1078
H 1.74040 2.11692 1.56903 0.049 0.081 -0.065 0.1368
H 0.71741 3.46950 -0.56688 -0.042 -0.031 -0.040 0.0929
H 1.01627 4.05273 1.03534 0.132 0.016 -0.109 0.1193
H -1.72425 2.99037 0.84638 -0.080 -0.085 0.088 0.0559
H -1.11945 4.52366 1.43949 -0.119 -0.109 0.106 0.1252
H -2.69033 4.28623 -0.67181 -0.091 0.237 0.022 0.0862
H -1.14474 4.19000 -1.52510 0.076 0.062 0.017 0.1147
H 3.25639 1.14492 0.50876 -0.029 -0.148 0.033 0.1192
H 2.05802 2.33790 -1.42030 0.022 0.025 0.012 0.1177
H 0.78045 1.35579 -2.05978 -0.081 0.081 0.088 0.0907
H 3.73779 0.61993 -1.79108 -0.003 -0.015 0.030 0.0796
H 2.53638 -0.57934 -2.20505 0.046 0.009 0.006 0.0554
H 2.79050 0.83281 -3.25016 -0.015 -0.049 -0.050 0.0873
O -4.93797 3.76334 -0.06137 0.140 -0.024 0.004 0.0964
C -5.70478 4.63642 -0.36061 -0.027 -0.014 -0.070 -0.4882
O -6.95154 4.69005 0.14193 -0.059 0.005 0.021 0.0317
C -7.69022 5.77736 -0.45107 -0.001 0.049 -0.042 -0.1426
C -6.62797 6.74698 -0.96001 0.060 -0.061 0.032 -0.1443
C -5.48704 5.79532 -1.31527 -0.077 0.098 0.146 -0.0730
H -8.30123 5.36961 -1.25830 0.006 0.006 -0.014 0.1278
H -8.34253 6.19304 0.31144 0.016 -0.021 0.034 0.1262
H -6.97747 7.35891 -1.78768 -0.012 -0.037 -0.032 0.1173
H -6.31670 7.41118 -0.15352 -0.013 0.017 0.000 0.1201
H -5.56916 5.40946 -2.33347 0.019 0.001 -0.013 0.1345
H -4.49326 6.21484 -1.17854 0.033 -0.041 -0.056 0.1188
O 3.80692 -6.36685 0.07189 -0.067 -0.013 -0.015 0.1220
C 4.32254 -6.28565 1.14638 0.143 -0.023 0.023 -0.4796
O 3.87355 -5.41572 2.09127 -0.011 0.012 0.039 -0.0028
C 4.73144 -5.45172 3.25045 0.034 -0.007 0.021 -0.1503
C 5.42483 -6.80876 3.19295 -0.046 -0.015 -0.076 -0.1443
C 5.51498 -7.04676 1.68737 -0.104 0.000 0.155 -0.0680
H 5.43779 -4.62248 3.17547 0.016 -0.011 0.001 0.1270
H 4.11013 -5.31223 4.13160 -0.027 -0.003 -0.017 0.1224
H 6.38303 -6.81305 3.70614 0.022 0.036 -0.024 0.1185
H 4.79037 -7.56779 3.65094 0.004 -0.001 0.020 0.1202
H 6.41501 -6.61072 1.24968 0.013 -0.017 -0.018 0.1355
H 5.45489 -8.09010 1.39190 0.045 0.006 -0.069 0.1295
```
Forces are in eV/Å.

Properties
Frontier orbital gap: 7.6 eV
Net charge: +1
HOMO energy: -12.06 eV

---

> Which value of frontier orbital gap does entry 3 give?

8.8 eV